1.
Entry from the OMol25 dataset: a molecular structure, C4H6O2 at a distorted geometry (ωB97M-V/def2-TZVPD).

Properties
Multiplicity   1
LUMO level   0.01901 hartree
HOMO-LUMO gap   11.1 eV
ΔE to the lowest compared entry with this formula, charge and spin   3.255 eV
HOMO   -10.61 eV

```
12
Properties=species:S:1:pos:R:3:forces:R:3:mulliken_charge:R:1
C 0.18857 -0.22725 -0.61198 0.20 0.62 2.81 0.133
H -1.32449 0.44016 -1.64422 -1.38 -0.24 0.02 0.260
H 0.45755 -0.83823 -1.41634 0.94 -1.12 -1.03 0.423
O 1.92542 1.82626 1.31233 -1.87 -5.21 -1.87 -0.533
H -1.60252 -1.26143 -0.79280 -0.11 2.68 0.01 0.265
H -0.52427 -0.16752 1.41716 4.24 -1.51 -0.67 0.172
C 1.40181 0.84660 0.73629 0.12 4.94 -0.73 0.486
C -1.30694 -0.10781 -0.69411 -1.29 -1.15 0.33 -1.105
O 0.89055 1.04507 -0.67395 0.68 -1.39 3.14 -0.385
H -1.97561 0.43105 0.16826 2.06 -1.23 -2.07 0.350
C 0.67912 -0.54209 0.86610 -2.74 2.33 0.93 -0.407
H 1.19082 -1.44482 1.33326 -0.86 1.30 -0.86 0.342
```
Positions in Å, forces in eV/Å.


2.
Entry from the OMol25 dataset: C27H38N4O5 in the gas phase at a distorted geometry (ωB97M-V/def2-TZVPD).

Properties
Multiplicity   1
SMILES   COc1ccc([C@H](C(=O)NC2CCCC2)N(CCC(C)C)C(=O)CCC(=O)Nc2cc(C)on2)cc1
LUMO level   0.02268 hartree
HOMO-LUMO gap   9.1 eV
ΔE to the lowest compared entry with this formula, charge and spin   0.162 eV
HOMO   -8.51 eV

```
74
Properties=species:S:1:pos:R:3:forces:R:3:mulliken_charge:R:1
H 0.08151 1.59149 0.69895 -0.16 -0.19 0.03 0.039
C -3.63536 -1.38280 -0.91202 -0.01 0.16 -0.01 -0.273
H -0.57696 -2.71945 -0.82628 -0.07 0.09 -0.10 0.474
O -6.65813 -1.10931 -2.87130 0.22 -0.18 0.17 -0.453
O -1.00210 1.38750 -2.25231 -0.05 -0.03 -0.37 -0.658
H -2.10577 0.78721 0.66811 0.17 -0.12 -0.10 0.838
C 1.08257 2.63480 -0.81706 0.14 0.17 -0.39 -0.431
H 1.64459 -2.87487 -4.31025 0.01 -0.06 -0.12 0.479
C 1.07398 -2.25487 -3.62217 0.05 -0.17 0.26 -1.570
H 1.07826 -1.23311 -3.99581 -0.01 0.16 -0.08 0.315
H -8.24409 -0.71318 -4.02087 0.05 0.09 0.00 0.245
C 6.30958 1.07632 1.83868 -0.05 -0.22 -0.18 -1.451
H -5.23463 -2.67808 -1.50733 -0.05 -0.13 0.00 0.426
H 6.30872 1.83848 2.61144 0.01 0.04 0.03 0.335
H -0.19288 -1.95608 3.87199 -0.05 0.05 0.03 0.378
H 3.61697 -2.01492 -1.29294 0.09 0.03 0.08 0.259
H 7.16592 0.41880 1.97961 0.08 0.01 0.03 0.403
H 0.04791 -2.61335 -3.61582 -0.16 -0.02 -0.09 0.341
N 1.88426 -1.04931 2.73358 0.11 -0.53 -0.21 -0.066
H -5.48762 1.36555 -2.86266 -0.08 0.05 -0.06 0.413
C 5.05117 0.29626 1.90298 -0.62 0.08 0.55 0.121
H 1.47059 4.73283 -1.05181 0.02 0.04 -0.06 0.400
H -7.73407 0.66095 -3.00990 0.03 -0.02 -0.03 0.330
C -0.47381 -1.65291 -1.04364 0.36 -0.20 -0.16 -1.960
H -0.15522 4.39640 -0.45099 -0.02 0.04 -0.09 0.366
H 3.70225 -2.70954 -2.91453 0.10 -0.05 -0.11 0.481
H -1.06162 -1.40138 -1.92541 -0.04 -0.05 0.03 0.624
C 1.68951 -2.31151 -2.22607 0.07 0.30 -0.06 0.462
H -0.71480 -0.42508 4.62650 0.10 0.00 -0.06 0.510
H -3.40872 1.87943 -1.72570 0.04 0.09 -0.06 0.439
H 1.91192 5.11634 1.23578 -0.07 0.04 0.08 0.385
C 1.44017 4.15480 1.03983 0.01 0.12 0.01 -0.955
N -1.02858 -0.91076 0.08771 -0.09 -0.08 -0.09 1.076
C 3.97874 0.35588 2.74351 0.41 -0.15 -0.39 0.256
O 1.30079 0.90636 3.73174 0.03 0.30 0.14 -0.641
H 1.05620 2.51584 -1.90295 0.03 -0.01 0.15 0.785
C 2.43166 2.27220 -0.19582 -0.01 -0.03 -0.03 -0.464
H 1.10446 -0.32249 -1.66897 0.07 0.10 -0.01 0.036
N 0.03419 1.78560 -0.28848 0.24 0.25 0.28 0.298
C 1.03656 -0.23752 3.42623 -0.28 -0.33 0.11 0.392
H 3.33421 -0.99681 -2.70822 0.05 0.16 -0.07 0.320
H 3.80579 1.00499 3.57319 0.02 0.20 0.14 0.452
C -7.38446 -0.17207 -3.62862 -0.11 0.16 -0.12 -0.842
C -1.82104 0.25750 -0.24625 -0.23 0.16 -0.06 0.319
H 3.22695 2.65188 -0.83768 0.02 0.00 -0.06 0.449
C -4.98268 0.58040 -2.32304 -0.30 0.01 -0.13 -0.795
H 2.55965 1.19461 -0.10042 0.06 -0.10 -0.07 -0.131
O 4.85178 -0.67342 0.99416 0.66 0.47 0.07 -0.182
C -0.30561 -0.88256 3.72565 -0.07 0.09 -0.09 -1.215
H 1.57020 -3.32423 -1.82644 -0.01 -0.01 0.03 0.389
C -3.79626 0.87435 -1.67337 0.08 -0.17 0.10 -0.825
O -0.14180 -2.43122 1.46564 0.05 -0.39 0.04 -0.757
H -3.12738 -2.15562 -0.35510 0.08 -0.10 0.03 0.462
C -0.90487 1.20828 -1.05956 -0.21 -0.01 0.50 -0.466
C -5.50394 -0.70713 -2.27299 0.14 -0.09 0.14 0.891
H 2.14644 2.31883 1.96233 0.07 0.00 0.03 -0.340
C 2.44534 2.99249 1.15998 0.04 -0.01 0.08 -0.074
C -3.10044 -0.10022 -0.97467 0.06 0.12 0.04 -0.071
C -0.77096 -1.39043 1.31752 -0.28 0.35 0.13 0.558
C 1.00526 -1.33243 -1.26822 -0.08 -0.36 0.01 0.862
H -6.79126 0.21759 -4.46195 -0.02 0.00 0.04 0.335
H -1.28652 0.45846 2.37090 -0.09 -0.03 0.01 0.440
H -2.25673 -0.96016 2.79057 -0.02 0.08 -0.04 0.351
H 1.50213 -1.90617 2.33482 -0.08 0.15 0.14 0.405
C 0.88856 4.09258 -0.38907 -0.06 -0.05 -0.06 -0.965
H 6.40659 1.54715 0.86191 0.04 0.09 -0.03 0.328
C 3.18118 -1.98915 -2.28831 -0.21 -0.20 0.10 -1.474
C 3.11619 -0.66163 2.25452 0.97 0.44 -0.39 0.093
C -1.24907 -0.61684 2.54309 0.17 -0.15 0.12 -0.436
C -4.81791 -1.68450 -1.55119 -0.23 0.04 -0.15 -1.141
H 3.44571 3.35139 1.39704 0.05 -0.05 0.09 0.618
H 0.63574 4.03315 1.76526 -0.02 0.05 0.06 0.292
H 1.52558 -1.37974 -0.30932 -0.02 0.09 -0.01 -0.382
N 3.64863 -1.26219 1.21509 -1.13 -0.56 0.25 -0.454
```
Positions in Å, forces in eV/Å.


3.
Entry from the OMol25 dataset: C4H6NO2P in the gas phase at a distorted geometry (ωB97M-V/def2-TZVPD).

Properties
Multiplicity   1
SMILES   O=C=CCCNP=O
LUMO level   0.00063 hartree
HOMO-LUMO gap   9.4 eV
ΔE to the lowest compared entry with this formula, charge and spin   1.790 eV
HOMO   -9.42 eV

```
14
Properties=species:S:1:pos:R:3:forces:R:3:mulliken_charge:R:1
O 1.48762 1.26072 -2.45614 1.29 -0.67 -0.23 -0.371
H -1.33413 -1.48253 0.40032 -0.12 0.76 -1.18 0.304
H -0.40853 0.91166 1.06828 -0.05 0.59 -0.90 0.275
P 0.65247 -1.88678 2.28670 1.77 0.42 -1.75 0.262
O 2.10710 -2.06224 2.58793 -1.31 0.16 0.31 -0.484
N 0.62781 -1.11450 0.76204 -0.77 0.43 0.12 -0.215
H -0.22119 -1.02975 -1.12354 -1.54 0.01 1.38 0.360
H -1.01688 2.38744 -1.44755 -0.08 -0.04 0.12 0.351
C -0.87477 0.68209 0.08031 -1.63 0.85 1.41 -0.468
C -0.61570 -0.76880 -0.07201 2.88 -2.76 0.50 -0.653
H 1.41192 -0.53739 0.43384 0.08 -0.82 0.55 0.272
C 0.60851 1.28616 -1.71309 0.93 0.98 -2.07 0.653
H -1.93524 0.84648 0.29751 -0.04 0.00 -0.30 0.341
C -0.48898 1.50744 -1.10460 -1.43 0.09 2.03 -0.627
```
Positions in Å, forces in eV/Å.


4.
Entry from the OMol25 dataset: 2 unconnected molecules or ions with the total composition C3H12N4 at a distorted geometry (ωB97M-V/def2-TZVPD).

Properties
Multiplicity   1
Charge   +2
LUMO level   -0.33921 hartree
HOMO-LUMO gap   8.1 eV
ΔE to the lowest compared entry with this formula, charge and spin   3.368 eV
HOMO   -17.30 eV

```
19
Properties=species:S:1:pos:R:3:forces:R:3:mulliken_charge:R:1
H -0.66229 -0.02765 1.31089 -0.23 -0.06 0.03 0.358
H -0.16222 -1.66090 -2.63728 0.16 0.03 0.15 0.297
H 3.07927 -2.49836 -1.62460 -0.06 0.08 0.07 0.404
H -0.23190 2.86333 0.26578 0.03 0.03 -0.04 0.302
H 2.53146 -2.14655 0.06539 -0.14 -0.05 -0.10 0.315
N 1.28333 -1.44432 -1.34692 -1.98 0.48 -0.69 0.179
N -2.09101 1.42692 1.30334 0.69 0.42 -0.27 0.261
H 0.73879 1.44848 -0.19792 -0.10 -0.01 -0.04 0.260
C 2.56571 -1.78337 -0.97135 1.96 -0.65 0.31 -0.694
H 1.28861 -2.58941 -2.98454 0.06 0.08 0.15 0.315
H 0.86610 2.09861 1.42045 -0.04 -0.02 -0.01 0.332
H -2.98915 -0.17821 2.14339 0.16 0.25 -0.01 0.269
C 0.16120 1.90639 0.60465 0.32 0.36 0.00 -1.051
C -0.89587 1.00469 1.07791 -0.50 0.15 0.37 0.278
H 3.14941 -0.85400 -0.87155 -0.18 -0.05 -0.14 0.300
N 0.79114 -1.92477 -2.36849 0.34 -0.12 0.06 -0.111
H -3.96493 1.23276 2.01752 0.29 0.13 0.00 0.286
N -3.15421 0.71720 1.70037 -0.84 -0.73 0.08 -0.615
H -2.30344 2.40916 1.09296 0.07 -0.31 0.06 0.318
```
Positions in Å, forces in eV/Å.


Q: Number 3 is which compound?
A: C4H6NO2P


Q: Which of these has the highest LUMO level?
A: C27H38N4O5